10 unconnected molecules or ions with the total composition C16H52O10 at a distorted geometry, computed with ωB97M-V/def2-TZVPD.

Structure (XYZ):
```
78
Properties=species:S:1:pos:R:3:forces:R:3
O 0.217 -1.263 -0.018 -0.79 -1.18 1.08
O -1.770 -0.613 -4.157 -0.10 -0.04 0.36
O 2.693 -0.208 -1.147 -0.71 1.63 0.55
O -0.262 4.843 2.950 -0.33 1.03 0.49
O -2.346 0.032 2.782 0.42 0.03 0.27
O -5.501 0.280 0.302 0.85 0.14 -0.36
O -0.221 -5.556 -1.728 -0.19 0.64 0.51
O -1.094 -2.333 2.041 -1.53 -0.81 -0.19
O 5.138 1.143 4.057 0.40 0.36 -0.18
O -0.041 6.424 -1.479 -0.61 0.48 0.41
C 2.873 -1.440 -1.760 0.59 -0.78 0.44
C -0.473 -0.663 -1.117 0.49 0.54 -0.48
C -0.175 -2.702 2.926 -0.01 0.44 2.84
C 3.897 -0.214 2.554 1.34 -0.69 -0.10
C -0.365 0.811 -0.960 -1.00 1.85 1.35
C 4.720 1.088 2.716 -1.66 -1.08 -0.45
C -0.453 -4.153 -1.452 0.28 -0.84 -0.73
C 0.861 3.790 1.224 0.30 0.85 -0.59
C 0.707 5.142 1.971 0.35 -1.83 -0.56
C -1.942 -4.024 -1.239 -0.30 -0.38 0.61
C -5.054 -1.509 -1.269 -0.78 -1.11 -0.30
C 0.030 5.162 -2.113 0.55 0.17 0.74
C -1.381 4.625 -2.406 1.72 0.79 -0.36
C -4.869 -0.066 -0.939 -0.30 0.25 -0.37
C 0.448 -4.105 2.625 -0.10 -1.09 -0.85
C 3.261 -2.426 -0.622 -0.34 -0.30 -1.57
H 5.564 1.205 2.036 -0.05 -0.34 -0.16
H 0.703 -5.715 -1.933 0.10 0.11 -0.06
H -3.279 -0.097 2.611 -0.53 0.07 -0.07
H 0.841 6.768 -1.321 0.06 -0.03 -0.09
H 1.316 -4.332 3.244 -0.27 0.46 0.28
H 0.582 -1.918 2.958 0.87 -0.01 -0.30
H -2.490 -4.337 -2.128 0.05 0.47 -0.12
H -3.800 0.139 -0.999 0.20 0.30 0.95
H 0.745 -4.239 1.585 0.05 0.48 -0.07
H -4.999 -1.658 -2.347 0.59 -0.20 -0.01
H -5.231 0.565 -1.751 -0.46 0.02 0.00
H -0.096 -3.580 -2.308 -0.27 0.22 -0.29
H -6.040 -1.906 -1.025 -0.32 0.46 0.15
H 0.445 5.992 1.341 -0.25 -0.13 -0.19
H -1.531 -0.925 -1.099 0.18 -0.38 0.09
H 0.162 -3.772 -0.637 -0.11 -0.26 0.49
H 1.670 5.386 2.419 -0.15 -0.02 0.40
H -0.046 3.438 0.733 -0.35 0.40 0.06
H 3.627 -1.305 -2.535 0.26 -0.63 -0.01
H -1.183 3.580 -2.643 -0.72 -0.07 -0.26
H 3.319 -3.439 -1.019 0.40 -0.10 0.08
H 1.157 -1.107 -0.132 0.40 0.45 0.00
H -0.365 -4.817 2.772 0.09 0.01 0.31
H -1.042 1.390 -1.587 0.44 -0.13 -0.64
H 1.592 3.896 0.423 0.40 -0.37 0.09
H 3.974 1.838 2.452 0.28 0.78 0.31
H 1.942 -1.653 -2.285 -0.02 -0.40 0.20
H 6.049 1.442 4.005 0.06 0.08 0.57
H 1.099 3.012 1.950 0.41 0.13 -0.04
H -1.247 -1.305 -4.562 0.06 -0.23 -0.20
H 2.490 -2.470 0.147 0.05 0.24 0.09
H 4.211 -2.103 -0.195 -0.04 -0.23 0.07
H -6.370 0.609 0.064 -0.08 0.03 0.20
H 3.186 -0.300 3.375 -0.33 0.35 -0.26
H -2.077 4.755 -1.577 0.25 -0.12 0.05
H -1.706 5.222 -3.258 -0.52 -0.47 -0.09
H -1.089 4.973 2.481 -0.36 -0.09 0.36
H 3.477 -0.376 1.561 -0.51 0.56 0.05
H -0.598 -1.999 1.291 1.03 1.14 -2.88
H -2.289 -4.723 -0.478 0.33 -0.33 0.15
H -0.025 -1.026 -2.041 -0.23 -0.05 -0.05
H -1.909 -0.610 2.222 -0.12 0.22 -0.29
H 0.608 4.492 -1.475 -0.24 -0.40 0.26
H 4.521 -1.102 2.663 0.41 -0.01 0.23
H -4.401 -2.177 -0.708 0.38 0.10 -0.24
H 3.544 0.104 -0.833 0.05 0.17 0.09
H -2.281 -3.070 -0.837 0.17 0.29 -0.57
H 0.686 5.294 -2.973 -0.50 -0.34 -0.72
H 0.588 1.306 -0.773 0.47 -0.53 -1.14
H -0.712 -2.689 3.875 0.33 -0.59 0.27
H -1.404 0.200 -4.504 0.04 0.28 -0.15
H -0.786 1.075 0.010 -0.54 -0.39 0.46
```
Positions in Å, forces in eV/Å.

Computed properties:
energy: -1392.69770 hartree
<S²>: 0.755
HOMO-LUMO gap (spin up / spin down): 9.512 / 2.663 eV
energy relative to the best compared isomer or geometry (same formula, charge and spin): 0.0 kJ/mol
multiplicity: 2
charge: +1
HOMO (spin up / spin down): -11.821 / -11.821 eV

Löwdin atomic charge list, values in e, 4 entries: -0.1061, -0.0419, -0.0920, -0.0747



20 unconnected molecules or ions with the total composition C16H54INO19S at a distorted geometry, computed with ωB97M-V/def2-TZVPD.

Structure (XYZ):
```
92
Properties=species:S:1:pos:R:3:forces:R:3
I -0.271 0.250 -6.721 1.22 0.17 1.36
S 3.441 -0.354 -1.777 -1.81 0.26 -0.63
O 1.098 7.020 2.611 -0.10 0.10 0.13
O 2.354 2.788 2.556 -0.02 0.12 -0.03
O -2.419 -0.764 4.643 0.05 0.00 0.47
O 4.565 5.478 -5.036 0.14 0.30 -0.01
O 4.174 3.783 -0.276 0.12 0.16 0.02
O 0.215 4.235 4.097 0.33 0.23 0.11
O -2.723 -1.964 -4.518 -0.05 0.15 0.01
O -3.010 -6.980 -2.660 -0.64 -0.30 -0.07
O -1.015 -6.283 -1.157 0.15 0.15 0.36
O -2.941 0.316 -9.112 0.01 -0.09 0.24
O -5.553 -1.508 -5.823 -0.09 -0.16 0.23
O -4.147 1.326 8.971 0.02 0.18 0.01
O 3.247 -6.836 -1.288 0.16 -0.40 -0.25
O -5.107 0.900 11.822 -0.16 -0.03 0.19
O -2.288 2.399 4.863 0.12 0.32 0.20
O 6.515 5.694 -7.257 -0.06 -0.09 0.06
O 1.416 -5.102 -2.348 -0.10 0.32 -0.16
O -4.429 0.205 6.247 -0.47 -0.11 0.27
O 2.471 6.214 0.191 0.15 0.00 -0.22
N 1.368 -1.289 -3.939 -0.21 1.68 2.03
C -0.387 -2.370 -2.218 2.32 1.10 2.05
C 2.662 3.098 -4.450 -1.25 -2.61 -0.20
C 1.489 -1.652 0.135 -2.23 -0.85 -2.04
C 0.962 -1.632 -2.566 -1.21 -1.12 4.42
C 1.614 2.495 -5.449 1.71 -2.69 3.19
C 2.830 0.782 -3.135 -1.66 1.17 -2.07
C 1.774 0.116 -4.100 0.61 3.31 -1.19
C 1.863 -2.701 3.616 -0.59 0.33 -0.27
C 1.871 -1.276 -1.330 -2.67 -1.15 -0.54
C 1.187 0.992 -5.266 2.63 2.16 2.48
C 0.160 -2.395 0.484 1.00 0.37 -3.73
C 3.302 2.265 -3.282 -3.20 -1.77 -2.71
C -1.837 -2.230 2.112 0.31 -0.36 -0.38
C -0.300 -2.781 1.991 -0.63 1.83 -0.32
C 0.532 -1.939 3.113 0.10 -0.95 -0.04
C -0.763 -2.736 -0.746 2.64 1.47 -0.83
H 0.931 3.918 4.663 -0.13 0.03 0.03
H -2.538 0.190 4.585 0.01 0.05 -0.09
H -2.570 -3.015 1.692 1.04 1.30 0.60
H 4.703 6.428 -4.928 0.00 -0.13 0.03
H 4.069 4.741 -0.370 -0.21 -0.20 0.09
H -5.148 -0.287 5.831 0.15 0.13 -0.12
H -1.779 -3.256 -0.589 1.91 0.91 -0.21
H 1.152 3.097 -6.308 0.87 -0.97 1.57
H 3.715 3.577 0.549 0.01 -0.07 -0.09
H -0.548 3.719 4.377 0.06 -0.27 -0.09
H -2.756 2.157 5.675 -0.02 -0.07 -0.07
H -1.079 -2.606 -3.107 1.03 0.24 1.83
H -2.095 -1.962 3.197 0.38 -0.70 -1.96
H 2.916 4.213 -4.632 -0.26 -2.34 0.61
H -2.410 3.355 4.803 -0.36 -0.17 -0.06
H 3.006 -6.329 -2.080 -0.19 0.16 0.33
H -1.253 -5.779 -1.946 0.10 -0.16 0.01
H -2.762 -1.126 -4.038 0.05 -0.08 -0.03
H 0.873 6.212 3.083 -0.18 -0.16 0.20
H -3.737 -7.471 -3.064 0.15 0.10 -0.08
H 2.764 -2.438 2.949 -1.29 -0.62 1.14
H -4.836 -1.818 -5.252 0.17 0.02 -0.17
H 1.794 3.538 2.796 -0.07 -0.22 -0.15
H -5.467 1.301 12.623 0.08 0.01 -0.13
H -6.319 -2.018 -5.533 0.08 0.12 -0.12
H 0.476 7.676 2.946 0.11 -0.09 -0.11
H 6.466 4.756 -7.037 0.04 0.10 -0.21
H -1.942 -1.874 -5.080 -0.22 0.06 -0.12
H -3.251 1.367 9.328 -0.13 -0.10 -0.07
H 1.629 -3.832 3.556 0.71 1.81 0.25
H 5.458 5.117 -5.082 -0.11 0.09 0.08
H -2.162 0.374 -8.544 -0.24 0.12 -0.25
H -3.652 0.067 -8.507 0.05 0.02 -0.11
H -1.913 -1.264 1.481 0.00 -1.56 1.03
H 0.761 -0.923 2.641 -0.32 -1.25 0.93
H 2.180 -1.393 1.014 -1.00 -0.31 -1.79
H -0.130 -1.804 4.052 0.90 -0.08 -1.79
H -0.258 -3.913 2.181 0.07 1.70 -0.38
H -4.737 0.352 7.153 0.30 0.18 0.09
H 1.727 2.104 2.291 0.11 0.08 -0.02
H 2.368 7.168 0.098 -0.01 -0.16 0.11
H -4.698 1.676 9.684 0.04 -0.23 0.04
H 5.592 5.962 -7.345 0.10 -0.09 0.02
H -3.313 -6.813 -1.758 0.15 0.06 -0.08
H 4.052 2.720 -2.547 -1.37 -0.78 -1.13
H 0.948 -5.327 -1.531 0.04 -0.15 -0.07
H -5.348 -0.031 11.898 0.09 0.11 -0.11
H -2.886 -1.007 5.452 0.02 0.23 -0.08
H 3.152 -7.756 -1.561 0.07 0.13 0.11
H 2.066 -2.384 4.709 -0.10 -0.65 -1.84
H 0.658 -1.581 -4.623 0.51 0.34 0.40
H 2.014 6.010 1.014 -0.02 0.26 -0.07
H 1.307 -4.143 -2.423 0.09 -0.12 0.04
H -1.110 -7.203 -1.431 0.08 0.18 -0.08
```
Positions in Å, forces in eV/Å.

Computed properties:
energy: -2821.92072 hartree
HOMO-LUMO gap: 7.270 eV
charge: 0
HOMO: -7.425 eV

Löwdin atomic charge list, values in e, 4 entries: 0.9056, 0.8685, -0.0474, -0.0493



9 unconnected molecules or ions with the total composition C16H54N4O9 at a distorted geometry, computed with ωB97M-V/def2-TZVPD.

Structure (XYZ):
```
83
Properties=species:S:1:pos:R:3:forces:R:3
O 12.514 -7.005 6.560 0.10 0.03 -0.15
O 10.561 -8.387 9.205 0.13 0.21 0.12
O 11.550 -13.029 3.643 0.07 0.48 0.23
O 12.622 -4.141 9.581 -1.01 0.28 -0.35
O 12.664 -9.892 7.866 -0.12 0.27 0.22
O 11.815 -7.506 3.538 0.09 0.23 -0.29
O 14.540 -8.354 9.340 -0.32 0.11 0.02
O 18.084 -10.453 5.512 0.75 -0.96 -0.85
O 9.236 -6.182 3.166 0.32 -1.06 0.27
N 14.303 -3.995 6.254 -0.35 -0.20 0.06
N 11.372 -9.681 5.267 0.41 -0.76 0.67
N 8.446 -3.045 4.827 0.73 0.06 -0.42
N 18.039 -8.514 3.369 0.99 -0.68 -0.73
C 18.745 -9.895 6.622 -1.22 1.40 0.54
C 10.805 -14.229 3.676 0.29 0.27 -1.18
C 16.906 -9.847 5.072 -0.42 2.12 0.28
C 13.614 -3.893 10.541 0.40 0.25 0.12
C 8.360 -5.161 3.583 0.00 0.00 -0.15
C 15.845 -7.731 4.147 -1.22 0.31 0.21
C 11.117 -12.059 4.579 -0.55 -0.63 0.27
C 17.149 -8.417 4.529 0.55 0.51 -0.12
C 9.087 -4.367 4.673 -0.34 -0.09 -0.05
C 13.427 -10.968 4.820 -1.13 0.16 0.17
C 11.934 -10.785 4.466 0.57 0.08 -0.65
C 13.069 -4.487 8.286 1.46 -0.17 0.39
C 13.831 -3.399 7.535 -0.43 0.41 -1.51
C 8.725 -7.104 2.201 0.90 1.13 -0.25
C 12.953 -2.186 7.178 -0.12 0.23 2.05
C 9.228 -5.043 6.041 1.19 0.78 -0.32
H 7.862 -7.651 2.572 -0.12 -0.05 -0.12
H 14.013 -4.788 11.031 -0.20 -0.25 -0.24
H 12.234 -7.870 6.893 0.09 0.05 -0.05
H 12.516 -1.873 8.140 -0.21 0.21 -0.26
H 13.947 -11.681 4.185 -0.15 0.03 -0.16
H 15.952 -6.824 3.550 0.46 -0.16 -0.13
H 10.045 -11.865 4.416 0.02 0.27 -0.20
H 10.389 -9.590 5.034 -0.02 0.13 0.11
H 13.532 -4.561 5.891 0.14 -0.22 0.20
H 9.066 -2.515 5.439 -0.34 -0.05 0.30
H 8.165 -4.550 2.689 -0.15 0.33 0.27
H 8.610 -2.568 3.940 -0.46 0.02 0.00
H 13.866 -9.975 4.718 0.36 -0.13 0.16
H 18.355 -8.890 6.836 -0.17 -0.10 0.00
H 16.155 -9.796 5.866 0.00 -0.04 0.16
H 13.476 -11.316 5.852 0.31 0.12 0.07
H 12.261 -4.814 7.634 -0.41 -0.01 0.51
H 9.562 -7.745 1.925 -0.14 -0.39 0.37
H 9.750 -8.276 9.713 0.04 -0.08 -0.04
H 12.122 -2.390 6.502 0.15 -0.30 -0.13
H 9.887 -5.908 5.951 -0.52 -0.39 0.08
H 18.510 -10.469 7.518 0.47 -0.28 0.03
H 13.758 -5.329 8.424 -0.02 -0.17 -0.38
H 11.104 -7.622 9.439 -0.06 -0.03 -0.08
H 18.691 -7.734 3.329 -0.59 0.46 -0.08
H 13.479 -7.026 6.610 -0.08 -0.05 0.15
H 14.714 -3.064 8.084 -0.12 -0.02 0.02
H 8.558 -6.545 1.276 -0.73 -0.08 -0.02
H 11.134 -12.537 5.570 0.38 0.45 0.27
H 14.280 -3.226 5.593 0.53 0.04 -0.16
H 11.833 -8.855 4.887 -0.43 0.13 0.13
H 15.119 -8.361 3.620 0.52 -0.30 -0.35
H 12.206 -9.887 6.996 -0.19 -0.09 0.00
H 19.803 -9.684 6.473 0.15 -0.80 -0.27
H 13.159 -3.268 11.308 0.03 0.01 0.00
H 18.726 -9.248 3.554 -0.52 -0.37 -0.05
H 17.732 -7.767 5.193 -0.79 -0.22 0.83
H 14.535 -8.758 10.213 0.05 0.00 -0.05
H 13.522 -1.321 6.837 0.14 -0.19 -0.27
H 12.304 -6.799 3.975 -0.07 -0.08 0.06
H 11.129 -14.945 4.434 0.03 0.18 0.20
H 7.401 -5.567 3.925 0.04 -0.01 0.12
H 10.110 -4.254 4.293 0.06 -0.06 -0.03
H 14.470 -3.360 10.119 -0.05 0.09 0.06
H 10.903 -7.178 3.497 0.10 0.25 0.10
H 11.889 -10.397 3.441 0.01 -0.71 -0.33
H 11.011 -14.623 2.678 -0.17 -0.54 0.22
H 11.973 -9.649 8.504 -0.17 -0.21 -0.20
H 9.865 -4.345 6.600 -0.16 0.00 0.25
H 13.808 -8.786 8.859 0.45 -0.10 -0.08
H 8.334 -5.181 6.643 -0.23 -0.28 -0.37
H 16.436 -10.343 4.223 0.48 -0.74 0.10
H 15.224 -7.391 4.986 0.54 -0.11 0.44
H 9.726 -14.054 3.730 0.00 0.09 0.24
```
Positions in Å, forces in eV/Å.

Computed properties:
energy: -1538.08211 hartree
HOMO-LUMO gap: 9.396 eV
energy relative to the best compared isomer or geometry (same formula, charge and spin): 179.4 kJ/mol
structure (SMILES): COC[C@H](C)N.COC[C@H](C)N.COC[C@H](C)N.COC[C@H](C)N.O.O.O.O.O
charge: 0
HOMO: -9.012 eV

Löwdin atomic charge list, values in e, 4 entries: -0.0586, -0.0435, -0.1886, -0.1814